The following is a quantum chemistry calculation of C20H36AgF6O28PS6 as an isolated structure in a non-equilibrium geometry, from the Open Molecules 2025 dataset.

Cartesian coordinates (Å):
Ag1 0.1106 -1.2834 4.3437
P1 -0.5225 -0.1809 0.1624
F1 -0.3311 -0.6832 1.7204
F2 -1.3530 -1.5513 -0.0751
F3 -1.9163 0.5429 0.5737
F4 -0.7553 0.3092 -1.3627
F5 0.2765 1.1681 0.5038
F6 0.8096 -0.9290 -0.3210
O1 -0.2005 1.0105 -5.9436
C1 0.7526 0.7947 -5.2621
O2 1.0078 -0.4410 -4.7563
C2 2.1605 -0.4682 -3.9384
C3 2.7997 0.9401 -3.9983
C4 1.7995 1.8078 -4.7835
H1 2.9310 -1.1142 -4.3668
H2 1.9530 -0.8412 -2.9367
H3 3.6991 0.9496 -4.6078
H4 2.9819 1.3710 -3.0145
H5 2.2484 2.1668 -5.7060
H6 1.2726 2.5698 -4.2183
O3 0.5023 0.9683 4.3044
C5 1.3914 1.7615 4.0523
O4 2.0559 2.4394 4.9702
C6 3.3231 2.9344 4.4343
C7 3.4320 2.3277 3.0217
C8 1.9873 1.9690 2.6974
H7 4.1028 2.5545 5.0879
H8 3.3422 4.0206 4.4617
H9 4.0466 1.4311 3.0503
H10 3.7804 3.0156 2.2563
H11 1.8849 1.0350 2.1516
H12 1.4820 2.7319 2.1067
C9 0.6117 -4.0110 -0.3393
C10 1.5895 -3.4575 0.7055
O5 1.9697 -4.5394 1.5498
S1 1.2530 -5.8913 1.0419
O6 0.0170 -5.9828 1.7211
O7 2.1919 -6.9375 1.0383
O8 1.0001 -5.3932 -0.4384
H13 0.7246 -3.5265 -1.3022
H14 -0.4269 -3.9716 -0.0226
H15 1.0414 -2.6944 1.2605
H16 2.4692 -3.0116 0.2465
C11 -3.9213 -2.3582 1.5286
C12 -3.0710 -3.5847 1.2098
O9 -3.8685 -4.7330 1.3982
S2 -5.3204 -4.3157 1.9171
O10 -5.6814 -5.0968 3.0331
O11 -6.1849 -4.1882 0.8131
O12 -4.9146 -2.8540 2.4388
H17 -4.4455 -1.9982 0.6404
H18 -3.3063 -1.5563 1.9255
H19 -2.2135 -3.6202 1.8891
H20 -2.6760 -3.4177 0.2097
C13 -2.8680 1.6391 3.2488
C14 -1.9935 2.7658 2.7582
O13 -2.9390 3.7577 2.3622
S3 -4.1928 3.7317 3.3642
O14 -5.3894 3.6610 2.6232
O15 -4.0258 4.7340 4.3430
O16 -3.8555 2.3172 4.0286
H21 -2.3292 0.9559 3.9005
H22 -3.2967 1.0720 2.4212
H23 -1.3465 2.4442 1.9476
H24 -1.4055 3.1661 3.5898
C15 -0.0572 3.4813 -1.6565
C16 -1.4543 3.3651 -0.9870
O17 -2.3275 4.2328 -1.7222
S4 -1.4175 5.3908 -2.3249
O18 -0.9757 6.2270 -1.2672
O19 -1.9983 5.9389 -3.4757
O20 -0.2668 4.3894 -2.7527
H25 0.2681 2.5306 -2.0599
H26 0.6317 3.9628 -0.9631
H27 -1.5387 3.5896 0.0770
H28 -1.8475 2.3542 -1.0534
C17 5.2848 1.1627 -0.7781
C18 4.1240 0.3168 -0.2212
O21 4.7056 -0.7531 0.4987
S5 6.2138 -0.3858 0.9380
O22 6.9646 -1.5725 0.9030
O23 6.1681 0.4073 2.1093
O24 6.4897 0.4990 -0.3442
H29 5.2943 2.1678 -0.3629
H30 5.3084 1.1248 -1.8616
H31 3.5294 -0.1005 -1.0330
H32 3.4433 0.9043 0.3976
C19 -3.1910 -1.3412 -2.7803
C20 -1.9371 -1.7043 -3.5440
O25 -2.0601 -3.1060 -3.8237
S6 -3.1962 -3.7847 -2.9070
O26 -2.5729 -4.8044 -2.1629
O27 -4.3643 -3.9674 -3.6664
O28 -3.3718 -2.5256 -1.9471
H33 -4.0909 -1.2369 -3.3873
H34 -3.1224 -0.5121 -2.0827
H35 -1.0468 -1.5322 -2.9409
H36 -1.8401 -1.1509 -4.4771

The total energy comes out at -6367.11689 Ha.

Mulliken atomic charge list, values in e, 6 entries:
1. Ag 0.75
2. P 1.76
3. F 0.07
4. F -0.56
5. F -0.47
6. F -0.57